[1]
Density functional theory data (ωB97M-V/def2-TZVPD) for C3H2OS3 in the gas phase at a distorted geometry.

Properties
- HOMO level (eV) = -9.05
- E_LUMO (hartree) = -0.0559
- ΔE to the lowest compared entry with this formula, charge and spin (kJ/mol) = 172.67
- E (Ha) = -1385.250767
- frontier orbital gap (eV) = 7.53
- charge = 0
- structure (SMILES) = O=C(C=S)C(=S)S

Last column: natural (NBO) charge in e.
Geometry (Å):
O  0.178  -1.727  0.698  -0.4767
C  -0.250  -0.643  0.388  0.4620
C  -1.676  -0.260  0.355  -0.3664
S  -2.502  0.346  -0.906  0.1790
C  0.829  0.407  -0.093  -0.4390
S  0.696  1.933  0.326  0.0953
S  2.102  -0.402  -0.894  0.1856
H  -2.102  -0.370  1.366  0.2244
H  2.725  0.717  -1.241  0.1359

Cartesian forces, eV/Å:
-0.9 0.1 0.3
2.3 0.2 -1.5
-1.1 0.8 0.4
0.8 -0.7 0.9
-1.3 -1.3 0.5
-0.1 1.2 0.2
0.3 -0.6 -0.3
-0.3 -0.1 -0.5
0.3 0.3 -0.1

[2]
Density functional theory data (ωB97M-V/def2-TZVPD) for C3H2S2 in the gas phase at a distorted geometry.

Properties
- HOMO level (eV) = -8.82
- E_LUMO (hartree) = -0.0279
- ΔE to the lowest compared entry with this formula, charge and spin (kJ/mol) = 253.69
- E (Ha) = -911.708469
- frontier orbital gap (eV) = 8.06
- charge = 0

Last column: natural (NBO) charge in e.
Geometry (Å):
C  -1.298  0.143  0.266  -0.2975
C  1.423  0.661  0.518  -0.4533
C  -0.994  -0.578  -0.654  -0.1983
S  0.221  -1.423  -1.512  -0.0358
S  2.056  -0.401  -0.410  0.5053
H  -1.892  0.418  1.073  0.2362
H  0.484  1.180  0.720  0.2434

Cartesian forces, eV/Å:
-0.9 0.1 0.0
1.6 -0.4 -0.7
2.8 -1.5 -1.5
-1.3 0.3 0.0
-1.9 1.2 1.2
-0.5 0.7 0.9
0.1 -0.4 0.1

What is the E_LUMO in the second record?
-0.0279 hartree

Which value of E does entry 2 give?
-911.708469 Ha

The lowest ΔE to the lowest compared entry with this formula, charge and spin belongs to which entry?
C3H2OS3